(1)
Density functional theory data (ωB97M-V/def2-TZVPD) for a structure of composition C21H23F2N3O2 at a distorted geometry.

Positions of all 51 atoms, in Å:
O 1.93548 2.75109 -1.33273
C 1.90598 2.80358 -0.22726
N 0.99182 3.34778 0.45386
H 0.97420 3.48134 1.45843
C -0.34939 4.01449 -0.32587
C -1.27110 2.88759 -0.03187
C -1.22739 1.89706 -0.84078
C -1.96846 0.68345 -1.03944
C -2.89668 0.68553 0.00281
C -3.11574 1.67135 0.99940
C -1.99553 2.65582 0.98827
H -2.08459 3.56057 1.58301
H -3.93609 1.72171 1.65540
F -3.78483 -0.44674 0.19913
H -1.96694 -0.10996 -1.76529
H -0.41073 1.86307 -1.64800
H -0.76858 4.88905 0.36813
H -0.02236 4.20536 -1.11180
C 3.14841 2.18808 0.60957
N 2.94369 0.91244 1.06756
C 3.04307 0.12768 -0.32581
C 3.21692 -1.34993 0.35607
H 4.09264 -1.58106 0.82934
H 3.20573 -1.99665 -0.52707
C 2.08984 -1.90048 0.82257
N 0.66838 -1.98319 0.22802
C -0.17146 -2.93622 0.16142
O 0.37852 -4.19130 0.76756
C -1.22299 -2.86016 -0.59208
C -2.56334 -3.23511 -0.17886
C -3.51882 -3.27266 -1.10054
C -3.41247 -2.82896 -2.52283
C -2.16857 -2.63268 -2.87188
C -1.15593 -2.51586 -2.08826
H -0.12177 -2.33104 -2.43830
H -1.92584 -2.49228 -3.87531
H -4.27230 -2.86419 -3.22648
H -4.61674 -3.42797 -0.39092
F -2.63296 -3.53726 1.08590
H 0.52988 -1.07913 -0.11636
C 1.60747 -0.82603 2.32629
C 1.79873 0.68909 1.95573
H 0.81198 0.89303 1.12809
H 1.58166 1.43284 2.56590
H 2.72571 -0.87849 2.81635
H 0.69249 -1.11396 2.70244
H 1.93164 -2.80105 1.44898
H 1.93469 0.22471 -0.91533
H 3.96924 0.29568 -0.88997
H 4.18970 2.49706 0.21954
H 3.21374 2.81289 1.58327

Summary:
Total charge: 0
Frontier orbital gap (eV): 7.951
Energy relative to the best compared isomer or geometry (same formula, charge and spin) (eV): 18.041
E_tot (a.u.): -1327.89794
M (g/mol): 387.430

=====

(2)
Density functional theory data (ωB97M-V/def2-TZVPD) for a cluster of 2 separate species, C27H40N5O5S in total at a distorted geometry.

Positions of all 78 atoms, in Å:
C 2.71435 -6.13596 3.49851
C 1.19874 -6.39963 2.84404
C 1.01895 -5.29589 1.64335
C -0.44765 -5.31901 0.89967
C -1.32580 -4.05639 1.46731
C -1.40253 -2.75669 0.47128
C -2.88658 -2.15444 0.09909
O -4.24708 -2.57341 0.47168
N -2.47263 -0.99421 -0.78270
C -3.49377 -0.02629 -1.42536
C -4.03256 -0.47423 -2.86405
C -5.11534 0.45861 -3.64596
C -5.51545 1.74385 -2.72826
C -4.81189 1.94874 -1.30235
N -3.78523 1.15544 -0.57072
C -0.98079 -0.82164 -0.97080
C -0.29169 0.41573 -1.86670
C -0.13189 1.81124 -1.04777
C 0.50434 3.08707 -1.92426
C 0.83710 2.62138 -3.48477
C 0.63548 1.13049 -4.10510
N 0.06279 0.03968 -3.26249
N -0.31867 -1.94404 -0.20198
C 1.17437 -2.17917 -0.14080
C 1.87169 -1.41353 1.17234
C 3.45745 -1.85777 1.32805
C 4.47652 -0.90587 0.40778
N 5.65269 -1.66700 -0.16500
C 6.98621 -1.02161 0.18790
C 7.92148 -0.16402 -0.89896
O 7.51716 -1.15051 1.43435
H 2.67597 -5.45251 4.44909
H 3.31534 -5.51419 2.67554
H 3.31044 -7.12856 3.67908
H 1.23667 -7.51503 2.42890
H 0.40017 -6.29998 3.71711
H 1.18444 -4.23595 2.11662
H 1.82250 -5.56818 0.80594
H -0.40592 -5.41068 -0.26658
H -0.99581 -6.30497 1.29030
H -1.00891 -3.68183 2.53585
H -2.44446 -4.45316 1.58489
H -4.26537 -2.51315 1.47581
H -3.62942 -1.45385 -3.37665
H -5.53024 0.19647 -4.70823
H -6.31758 2.51494 -3.11517
H -5.16934 2.91886 -0.70040
H -0.46318 1.94115 0.08638
H 0.68662 4.15672 -1.48839
H 1.26317 3.45484 -4.21785
H 0.91868 0.90188 -5.22419
H 1.50616 -3.29871 -0.24435
H 1.63575 -1.61826 -1.08793
H 1.89668 -0.26217 0.86059
H 1.24081 -1.53381 2.15106
H 3.85067 -1.85625 2.43107
H 3.54502 -2.97809 0.92875
H 3.81764 -0.51535 -0.48557
H 4.77441 0.04164 1.03959
H 5.64580 -1.66071 -1.22955
H 8.07626 0.95168 -0.54014
H 7.42919 -0.23607 -1.97640
H 8.99179 -0.67400 -0.88808
O -0.90094 6.52041 0.03419
S -2.30959 6.38831 -0.26355
O -3.06259 7.44714 -0.90487
O -3.09736 5.93160 1.08945
C -2.98053 6.74504 2.25116
C -3.78042 8.02765 2.11589
C -2.55906 4.89819 -1.19500
H -1.92822 6.95419 2.46950
H -3.37580 6.16516 3.09029
H -3.37626 8.66593 1.32384
H -3.75797 8.59973 3.04843
H -4.81990 7.80915 1.85664
H -2.02894 4.07912 -0.70765
H -2.15674 5.06189 -2.19755
H -3.62936 4.69281 -1.25523

Summary:
Total charge: +1
Frontier orbital gap (eV): 8.213
E_tot (a.u.): -2099.93950
M (g/mol): 546.714

=====

(3)
Density functional theory data (ωB97M-V/def2-TZVPD) for the molecule C3H4N2O.

Positions of all 10 atoms, in Å:
N -0.19905 0.70725 -1.62438
C -0.06336 -0.36105 -0.84859
C 0.08328 -1.42667 -0.17648
N -0.56796 -0.67299 0.85620
C 0.18041 0.23532 1.57727
O 0.95727 1.07356 1.14802
H 0.11464 1.54532 -1.15300
H -1.05688 0.81410 -2.15329
H 0.37848 -2.46738 -0.16844
H -0.08090 0.18123 2.64843

Summary:
Total charge: 0
Frontier orbital gap (eV): 9.749
Energy relative to the best compared isomer or geometry (same formula, charge and spin) (eV): 4.092
E_tot (a.u.): -301.33684
M (g/mol): 84.078
SMILES: NC1=CN1C=O